## w
13
Properties=species:S:1:pos:R:3 method="wB97M-V/def2-TZVPD" orbital_gap_ev=10.91 smiles="C=CC#N.CO" total_charge=0 e_homo_ev=-10.47
C -0.101 1.533 1.415
O -0.189 1.511 0.004
C -1.074 -1.112 -0.910
C 0.129 -1.617 -1.211
C 1.365 -1.133 -0.616
N 2.396 -0.825 -0.174
H -1.114 1.705 1.788
H 0.264 0.582 1.829
H 0.546 2.348 1.759
H -1.178 -0.260 -0.239
H -1.969 -1.507 -1.390
H 0.664 1.210 -0.331
H 0.262 -2.433 -1.924



## x
13
Properties=species:S:1:pos:R:3 method="wB97M-V/def2-TZVPD" orbital_gap_ev=10.50 smiles="[H]/N=C/OC1CC1" total_charge=0 e_homo_ev=-9.52
N 0.080 -1.477 2.328
C -0.548 -0.803 1.464
O -0.265 -1.085 0.185
C -0.561 -0.278 -0.925
C -0.125 1.124 -0.880
C 0.715 -0.242 -1.687
H -0.265 -1.291 3.263
H -1.333 -0.055 1.641
H -1.507 -0.485 -1.414
H -0.790 1.829 -1.428
H 0.205 1.617 0.044
H 1.482 -0.914 -1.233
H 0.935 -0.156 -2.749



Comparing the structures above, w comes out on top by 1.398 eV.